## w
Here is C4H4OS2 in the gas phase from the Open Molecules 2025 dataset. Energies are from ωB97M-V with the def2-TZVPD basis set.

Orbital gap (spin up / spin down), Eh: 0.255 / 0.255

```
! wB97M-V def2-TZVPD RIJCOSX def2/J DEFGRID3
* xyz 0 1
C -1.49158 -0.24445 -0.24237
C -0.59837 -1.19178 -0.66963
C -1.04754 0.96349 0.43508
C 0.71925 -0.87741 -0.58205
O 0.10882 1.22542 0.67670
S 3.13382 0.15248 0.84796
S 2.13485 -0.36134 -1.08475
H -2.56628 -0.34773 -0.31768
H -0.86331 -2.12493 -1.02672
H -1.90890 1.46536 0.86874
H 2.37924 1.34089 1.09470
*
```

***

## x
Here is 2 unconnected molecules or ions with the total composition C4H4OS2 from the Open Molecules 2025 dataset. Energies are from ωB97M-V with the def2-TZVPD basis set.

Orbital gap (spin up / spin down), Eh: 0.250 / 0.250

```
! wB97M-V def2-TZVPD RIJCOSX def2/J DEFGRID3
* xyz 0 1
C -1.55915 0.05073 0.07962
C -0.44178 0.77374 -0.32146
C -1.15115 -0.77218 1.10265
C 0.58684 0.38786 0.52359
O 0.14332 -0.58767 1.37528
S 3.02952 -0.37129 -1.79001
S 2.17445 0.88248 0.60664
H -2.68078 0.03467 -0.25860
H -0.29505 1.57845 -1.11371
H -1.52085 -1.50757 1.66374
H 1.71461 -0.46923 -1.86774
*
```

***

## y
Here is C4H4OS2 in the gas phase from the Open Molecules 2025 dataset. Energies are from ωB97M-V with the def2-TZVPD basis set.

Orbital gap (spin up / spin down), Eh: 0.288 / 0.288

```
! wB97M-V def2-TZVPD RIJCOSX def2/J DEFGRID3
* xyz 0 1
C 0.17652 1.39804 0.24675
C 0.50867 1.27740 -1.03461
C -0.11721 -1.00305 -0.06481
C -0.21973 0.12484 0.89651
O 0.12423 -3.47839 -0.79190
S 0.45929 -0.33347 -1.67023
S -0.31842 -2.64628 0.30681
H -0.17703 2.17325 0.78921
H 0.56345 2.16579 -1.58079
H 0.23618 -0.07556 1.89092
H -1.23595 0.39744 1.01213
*
```

***

Bottom line: y, by a margin of 38.7 kJ/mol.

***

## w
Here is a gas-phase ion, C3H8ClN2 (charge +1) from the Open Molecules 2025 dataset. Energies are from ωB97M-V with the def2-TZVPD basis set.

Orbital gap, Eh: 0.414

```
! wB97M-V def2-TZVPD RIJCOSX def2/J DEFGRID3
* xyz 1 1
C -0.22543 -0.96962 -1.04669
C 0.82942 1.51186 1.11794
C 0.68078 0.07216 1.03706
N -1.24174 -1.12333 -1.85932
N -0.32801 -0.19755 -0.03056
Cl 0.04826 -0.96494 2.50571
H 0.84207 -1.48604 -1.16517
H 0.03788 1.89943 1.73681
H 1.71906 1.98413 1.40980
H 0.65122 1.83697 0.07307
H 1.61765 -0.31932 0.65890
H -1.21620 -1.72721 -2.66412
H -2.20189 -0.80568 -1.80065
H -1.21307 0.28914 0.02722
*
```

***

## x
Here is a gas-phase ion, C3H8ClN2 (charge +1) from the Open Molecules 2025 dataset. Energies are from ωB97M-V with the def2-TZVPD basis set.

Orbital gap, Eh: 0.401

```
! wB97M-V def2-TZVPD RIJCOSX def2/J DEFGRID3
* xyz 1 1
C -0.72419 -0.40758 -0.12088
C 1.41566 -1.58060 0.14594
C -0.84566 2.10542 -0.03647
N -0.01810 -1.50825 -0.04044
N -0.08108 0.88450 -0.07898
Cl -2.37412 -0.45478 -0.42037
H 1.72092 -1.05686 1.05255
H 1.69914 -2.62591 0.24438
H 1.94340 -1.15322 -0.70810
H -1.33529 2.28027 -0.99490
H -0.16748 2.92912 0.16351
H -1.60641 2.07838 0.74502
H -0.50578 -2.38596 -0.17782
H 0.87899 0.89547 0.22657
*
```

***

Bottom line: x, by a margin of 46.9 kJ/mol.

***

## w
Here is a molecular structure, C4H3NO3 from the Open Molecules 2025 dataset. Energies are from ωB97M-V with the def2-TZVPD basis set.

Orbital gap, Eh: 0.344

```
! wB97M-V def2-TZVPD RIJCOSX def2/J DEFGRID3
* xyz 0 1
C -0.59363 -0.68969 -0.85846
C 1.16385 -0.05616 -0.10902
C 0.09175 0.95418 1.34992
C -0.22032 -0.26672 0.37779
H -2.33259 -0.76970 -0.74296
H -0.47732 1.81455 1.44253
H 0.35735 0.65170 2.42596
N 1.67993 -0.48587 -1.27237
O -1.76008 -0.87565 -1.67343
O 0.43589 -1.17630 -1.61704
O 1.65514 0.89965 0.67708
*
```

***

## x
Here is C4H3NO3 in the gas phase from the Open Molecules 2025 dataset. Energies are from ωB97M-V with the def2-TZVPD basis set.

Orbital gap, Eh: 0.390

```
! wB97M-V def2-TZVPD RIJCOSX def2/J DEFGRID3
* xyz 0 1
C -1.28946 -0.72675 -0.10395
C 1.08275 -0.86679 -0.07325
C 0.66848 0.56103 -0.45920
C -0.71579 0.82775 -0.16590
H 1.24421 1.33518 -1.05464
H 0.37270 0.15926 1.47541
H -1.23699 1.41347 -0.96017
N 0.12324 1.13007 0.84743
O -2.43305 -1.07577 0.27449
O -0.15853 -1.59572 -0.03454
O 2.34244 -1.16173 0.25432
*
```

***

## y
Here is C4H3NO3 in the gas phase from the Open Molecules 2025 dataset. Energies are from ωB97M-V with the def2-TZVPD basis set.

Orbital gap, Eh: 0.355

```
! wB97M-V def2-TZVPD RIJCOSX def2/J DEFGRID3
* xyz 0 1
C -0.50080 -0.17770 -0.97500
C -0.88053 -0.55095 0.35555
C 0.11421 -0.31440 1.24269
C 1.31235 0.57771 1.00117
H -0.87556 -0.43607 -2.73648
H -1.89921 -0.74911 0.58784
H 0.09638 -0.27816 2.36603
N 0.48227 0.47292 -1.35954
O -1.25128 -0.73606 -1.96094
O 2.17408 0.95207 1.69883
O 1.22808 1.23974 -0.22013
*
```

***

Bottom line: y, by a margin of 116.6 kJ/mol.

***

## w
Here is 3 unconnected molecules or ions with the total composition C5H14O2 from the Open Molecules 2025 dataset. Energies are from ωB97M-V with the def2-TZVPD basis set.

Orbital gap, Eh: 0.358

```
! wB97M-V def2-TZVPD RIJCOSX def2/J DEFGRID3
* xyz 0 1
C -2.21202 -1.22144 0.26316
C -1.00694 -0.31293 0.60442
C 0.09742 -0.17281 -0.23497
C 1.15533 1.05076 -0.06010
C -1.27896 0.44539 1.89662
H -3.10457 -0.58278 0.41307
H -2.09925 -2.07779 0.89997
H -1.96300 -1.44864 -0.79542
H 0.38242 -0.75793 -1.09387
H 2.15742 0.81275 0.33667
H 1.33306 1.55079 -1.13148
H 0.69644 1.88032 0.51439
H -2.07417 1.18676 1.79347
H -0.29509 1.05630 2.04082
H -1.27520 -0.21049 2.87396
H -1.50504 0.38721 -3.33842
H -1.45674 0.62314 -1.65103
O -1.95322 0.70486 -2.48160
H 5.11724 -0.54057 0.96150
H 3.99733 -1.37485 0.70510
O 4.39823 -0.60962 0.31367
*
```

***

## x
Here is 3 unconnected molecules or ions with the total composition C5H14O2 from the Open Molecules 2025 dataset. Energies are from ωB97M-V with the def2-TZVPD basis set.

Orbital gap, Eh: 0.369

```
! wB97M-V def2-TZVPD RIJCOSX def2/J DEFGRID3
* xyz 0 1
C 3.06067 1.13824 -0.52170
C 1.72966 1.64003 -1.05518
C 0.51796 1.19510 -0.16486
C -0.72813 1.98948 -0.47611
C -1.62512 2.37853 0.42806
H 3.37263 1.81064 0.29105
H 2.86521 0.14068 -0.13748
H 3.84033 1.23701 -1.28663
H 1.55734 2.73810 -1.16468
H 1.45898 1.20790 -2.02490
H 0.64312 1.27411 0.94083
H 0.39099 0.10021 -0.29208
H -0.68584 2.47876 -1.46811
H -1.50110 2.10803 1.48145
H -2.47724 2.94006 0.06358
H -4.13967 -3.62239 1.08955
H -4.31543 -4.00449 2.49314
O -3.88261 -4.31947 1.69964
H 2.04127 -2.11443 -0.60355
H 1.04834 -3.03014 0.28983
O 1.12659 -2.28731 -0.31012
*
```

***

## y
Here is 3 unconnected molecules or ions with the total composition C5H14O2 from the Open Molecules 2025 dataset. Energies are from ωB97M-V with the def2-TZVPD basis set.

Orbital gap, Eh: 0.371

```
! wB97M-V def2-TZVPD RIJCOSX def2/J DEFGRID3
* xyz 0 1
C 0.85864 1.08734 1.74539
C -0.22304 -0.03715 1.55652
C 0.26544 -1.13513 0.59912
C -0.54001 -2.05082 0.01423
C 0.03825 -3.00552 -1.11078
H 1.20181 1.24418 0.70790
H 1.77552 0.84066 2.30397
H 0.68011 2.07813 2.19133
H -1.15387 0.46223 1.35382
H -0.52589 -0.41668 2.50835
H 1.34634 -1.11159 0.50578
H -1.60391 -2.21138 0.31626
H -0.19522 -4.09308 -0.89603
H 1.07895 -2.83751 -1.28506
H -0.44884 -2.70784 -2.05283
H 0.37239 4.10195 -1.24696
H -0.56654 3.03831 -1.64827
O -0.55795 3.97233 -1.30890
H -0.17181 0.85450 -0.83963
H -0.66981 0.69244 -2.09202
O -0.96058 1.23462 -1.32217
*
```

***

Bottom line: x, by a margin of 33.6 kJ/mol.

***

## w
Here is 2 unconnected molecules or ions with the total composition C4H9S from the Open Molecules 2025 dataset. Energies are from ωB97M-V with the def2-TZVPD basis set.

Orbital gap (spin up / spin down), Eh: 0.078 / 0.220

```
! wB97M-V def2-TZVPD RIJCOSX def2/J DEFGRID3
* xyz -2 2
C 1.95451 1.34776 0.42879
S 2.51881 0.14083 -0.80770
H 1.31411 0.80610 1.12922
H 2.71871 1.92037 0.96980
H 1.33713 2.15313 0.00491
C -1.04988 0.28498 -0.75084
C -1.53911 -0.95361 -0.07735
C -0.82583 -1.94628 0.41807
H -1.29690 1.12865 -0.08848
H 0.02785 0.33665 -0.99378
H -1.65356 0.50743 -1.64256
H -2.55655 -0.85255 0.31678
H -1.17187 -2.83025 0.94922
H 0.22256 -2.04320 0.14391
*
```

***

## x
Here is 2 unconnected molecules or ions with the total composition C4H9S from the Open Molecules 2025 dataset. Energies are from ωB97M-V with the def2-TZVPD basis set.

Orbital gap (spin up / spin down), Eh: 0.085 / 0.224

```
! wB97M-V def2-TZVPD RIJCOSX def2/J DEFGRID3
* xyz -2 2
C 3.03974 0.61135 -0.13636
S 3.16231 -1.22417 -0.04232
H 2.11366 0.94750 0.36010
H 3.00525 0.96783 -1.16180
H 3.77347 1.11306 0.50923
C -1.66976 0.26082 -0.98626
C -2.11131 -0.29949 0.34034
C -1.33745 -0.96470 1.19310
H -2.32425 1.07980 -1.31389
H -1.63526 -0.53880 -1.72568
H -0.69834 0.74887 -0.87572
H -3.13115 -0.09479 0.66623
H -1.89604 -1.36945 2.04099
H -0.29088 -1.23785 1.13204
*
```

***

Bottom line: x, by a margin of 21.7 kJ/mol.

***

## w
Here is a gas-phase ion, C6H13N4S (charge +1) from the Open Molecules 2025 dataset. Energies are from ωB97M-V with the def2-TZVPD basis set.

Orbital gap (spin up / spin down), Eh: 0.222 / 0.222

```
! wB97M-V def2-TZVPD RIJCOSX def2/J DEFGRID3
* xyz 1 1
C 0.25728 -0.25340 -0.12205
C 2.84559 -0.10613 0.02157
C 0.20361 -2.73979 -0.22733
C 2.25361 2.36052 0.04336
C -2.05865 -0.38044 0.83779
C -1.30561 1.40915 -0.51218
N 2.20072 -1.36750 0.15076
N 0.84215 -1.38651 -0.08178
N 2.11296 0.92911 0.14016
N -1.02825 0.02012 -0.13546
S 4.53780 -0.01095 -0.07994
H 0.86842 -3.47002 0.09868
H -0.73903 -2.85621 0.26022
H -0.03350 -2.77912 -1.32928
H 1.60247 2.88831 0.89562
H 1.84889 2.64682 -1.00117
H 3.27191 2.53112 0.29529
H -1.61755 -0.30728 1.75643
H -2.89193 0.09486 0.55957
H -2.19120 -1.50694 0.62395
H -0.71072 1.70711 -1.39177
H -2.39056 1.76079 -0.60452
H -0.92667 2.16360 0.19155
H 2.67453 -2.14069 -0.25360
*
```

***

## x
Here is a gas-phase ion, C6H13N4S (charge +1) from the Open Molecules 2025 dataset. Energies are from ωB97M-V with the def2-TZVPD basis set.

Orbital gap, Eh: 0.320

```
! wB97M-V def2-TZVPD RIJCOSX def2/J DEFGRID3
* xyz 1 1
C 2.33870 -0.11565 -0.10297
C 0.11610 -0.04994 -0.00563
C 1.39587 2.06257 -0.44672
C -0.18134 -2.70894 0.21156
C -2.25132 -0.29565 -0.53957
C -1.47622 1.59773 0.78911
N 1.87969 -1.41726 -0.07595
N 1.22793 0.68296 -0.15938
N 0.49845 -1.41097 -0.01522
N -1.07601 0.46372 -0.03117
S 3.92828 0.27388 0.12427
H 1.23465 2.11973 -1.49943
H 0.61066 2.63363 0.19463
H 2.41444 2.54006 -0.30860
H -0.17667 -2.89471 1.33821
H 0.42901 -3.35000 -0.40537
H -1.19874 -2.61045 -0.02060
H -2.85361 -0.39666 0.39488
H -2.68355 0.37645 -1.25206
H -1.79998 -1.09698 -1.01515
H -1.98784 2.38027 0.24010
H -2.17163 1.26266 1.50240
H -0.57456 2.16147 1.42534
H 2.35767 -2.20791 -0.34267
*
```

***

Bottom line: x, by a margin of 340.7 kJ/mol.

***

## w
Here is C5H9NO4 in the gas phase from the Open Molecules 2025 dataset. Energies are from ωB97M-V with the def2-TZVPD basis set.

Orbital gap, Eh: 0.375

```
! wB97M-V def2-TZVPD RIJCOSX def2/J DEFGRID3
* xyz 0 1
C -0.23030 0.90407 0.49768
C -1.76071 0.88520 0.59736
C 0.41925 0.54489 -0.98315
C 1.37047 -0.76548 -0.95410
C 0.49024 -1.89833 -0.80961
H -0.37663 -0.03156 2.37327
H 1.21596 0.56214 1.95198
H -0.01842 1.98515 0.67043
H 1.18555 1.29372 -1.01366
H -0.39325 0.62110 -1.69832
H 1.93230 -0.71138 -1.90446
H 2.04507 -0.66451 -0.11797
H 0.17341 -1.33029 0.97827
H -1.89495 1.44682 -1.14904
N 0.34151 0.13542 1.67021
O -2.29519 0.40266 1.57573
O 0.40138 -2.66771 -1.67897
O -0.13556 -2.05437 0.40256
O -2.47013 1.34245 -0.40822
*
```

***

## x
Here is a molecular structure, C5H9NO4 from the Open Molecules 2025 dataset. Energies are from ωB97M-V with the def2-TZVPD basis set.

Orbital gap, Eh: 0.380

```
! wB97M-V def2-TZVPD RIJCOSX def2/J DEFGRID3
* xyz 0 1
O 0.74596 1.39827 2.08529
C -0.20718 1.15402 1.09639
C -0.11429 2.00772 -0.18489
N 0.49649 0.86159 -0.88512
C 0.08316 -0.05968 0.16229
C 0.98926 -1.21415 0.60203
O 0.05588 -2.25840 0.25348
C -1.07197 -1.02315 -0.10853
O -2.22598 -1.08317 0.20718
H 1.58678 1.64374 1.68582
H -1.18332 1.12089 1.58961
H -1.10414 2.29979 -0.56613
H 0.52958 2.89688 -0.11658
H 0.18385 0.65868 -1.82947
H 1.90532 -1.27211 0.00072
H 1.18475 -1.21629 1.68040
O -1.08671 -1.95562 -1.94022
H -0.23868 -2.56421 -1.24225
H -0.52876 -1.39481 -2.49003
*
```

***

Bottom line: w, by a margin of 348.0 kJ/mol.

***

## w
Here is 2 unconnected molecules or ions with the total composition CH4N2 from the Open Molecules 2025 dataset. Energies are from ωB97M-V with the def2-TZVPD basis set.

Orbital gap, Eh: 0.384

```
! wB97M-V def2-TZVPD RIJCOSX def2/J DEFGRID3
* xyz 0 1
C 0.04829 -0.33802 -0.49487
N 0.43030 0.88492 0.13537
N -0.52144 0.05205 0.74686
H -0.74254 -0.28153 -1.29069
H 0.60693 -1.19512 -0.46949
H 1.59412 0.33405 0.66541
H -1.41567 0.54365 0.70740
*
```

***

## x
Here is CH4N2 in the gas phase from the Open Molecules 2025 dataset. Energies are from ωB97M-V with the def2-TZVPD basis set.

Orbital gap, Eh: 0.406

```
! wB97M-V def2-TZVPD RIJCOSX def2/J DEFGRID3
* xyz 0 1
C 0.27055 0.38796 -0.16579
N -1.01694 -0.15523 0.36805
N 0.21063 -0.98694 0.27396
H 0.39261 0.61001 -1.26758
H 0.97934 1.00080 0.40105
H -1.15987 -0.05456 1.42828
H -0.00124 -1.62903 -0.44374
*
```

***

## y
Here is CH4N2 in the gas phase from the Open Molecules 2025 dataset. Energies are from ωB97M-V with the def2-TZVPD basis set.

Orbital gap, Eh: 0.383

```
! wB97M-V def2-TZVPD RIJCOSX def2/J DEFGRID3
* xyz 0 1
C -0.73395 -0.14950 0.01325
N 0.93085 -0.42725 -0.01731
N 0.32575 0.85453 0.08873
H -0.87437 -0.35932 -1.07731
H -1.17724 -0.65792 0.87074
H 1.13148 -0.75047 0.86893
H 0.39749 1.48992 -0.74704
*
```

***

Bottom line: x, by a margin of 85.8 kJ/mol.